# 1
C6H8N4O | wB97M-V/def2-TZVPD

The geometry in XYZ format:
```
19
Properties=species:S:1:pos:R:3:nbo_charge:R:1
H 1.10 -2.43 0.67 0.342
N 1.67 -1.72 1.15 -0.578
C 1.89 -0.68 0.51 0.221
C 1.31 -0.17 -0.79 -0.658
C 2.87 0.21 0.97 -0.089
C 3.82 0.71 1.46 -0.161
H 0.75 -0.98 -1.36 0.224
H 2.27 0.03 -1.46 0.221
H 0.73 0.63 -0.52 0.233
H 4.69 1.27 1.84 0.239
N -4.77 0.70 -0.26 -0.816
C -3.46 0.18 -0.10 0.496
C -2.75 -0.81 -0.75 -0.252
N -1.53 -0.83 -0.29 -0.179
N -1.34 0.00 0.61 0.066
O -2.62 0.76 0.76 -0.349
H -5.52 0.14 -0.62 0.411
H -4.93 1.30 0.58 0.406
H -2.94 -1.38 -1.64 0.223
```

As for the SMILES: [H]/N=C(\C)C#C.Nc1cnno1. The calculation puts the total energy at -14354.3770 eV. For the highest occupied orbital energy, the calculation gives -9.3 eV. The maximum force is 0.1139 Eh/bohr. The relative energy (zero: lowest compared OMol25 entry of this formula, charge and spin) is 115.98 kcal per mole. Its multiplicity is 1.


# 2
C5H11O2 | wB97M-V/def2-TZVPD

The geometry in XYZ format:
```
18
Properties=species:S:1:pos:R:3:nbo_charge:R:1
C 1.98 0.68 2.46 -0.604
C 0.59 1.06 2.86 -0.628
H 1.98 -0.21 1.86 0.205
H 2.26 1.50 1.67 0.204
H 2.63 0.61 3.23 0.189
H -0.29 1.24 2.07 0.248
H 0.75 1.86 3.57 0.193
H 0.03 0.20 3.27 0.192
C -0.41 -0.68 -2.41 -0.527
C -1.15 -1.81 -1.62 -0.619
C -1.21 0.73 -2.45 0.783
O -2.06 0.62 -3.33 -0.786
O -1.02 1.55 -1.50 -0.804
H 0.47 -0.48 -2.02 0.173
H -0.48 -0.97 -3.45 0.192
H -0.68 -1.94 -0.74 0.188
H -1.32 -2.64 -2.28 0.193
H -2.07 -1.33 -1.20 0.210
```

The calculation puts the total energy at -9457.8618 eV. For the highest occupied orbital energy, the calculation gives -3.4 eV. Its charge is -1. The maximum force is 0.1172 Eh/bohr. The relative energy (zero: lowest compared OMol25 entry of this formula, charge and spin) is 49.98 kcal per mole. Its multiplicity is 1.